This record from the OMol25 dataset describes a 13-piece molecular cluster, C66H148F18N7O26 overall in a non-equilibrium geometry. The level of theory is ωB97M-V/def2-TZVPD.

## Properties
- E_HOMO (eV) = -4.891
- net charge = +1
- strongest force on any atom (hartree/bohr) = 0.096
- ΔE to the lowest compared entry with this formula, charge and spin (eV) = 0.000
- orbital gap (Ha) = 0.0470
- total energy (Ha) = -6739.404550

CARTESIAN COORDINATES (ANGSTROEM)
C1 19.6016 -5.1986 -8.2902
O1 19.1824 -5.8606 -7.0270
O2 20.9942 -5.4395 -8.4473
C2 18.5178 -5.4015 -9.4724
F1 19.0664 -5.0922 -10.6603
F2 18.0503 -6.6268 -9.5511
F3 17.4543 -4.6121 -9.3186
C3 17.9203 -5.5379 -6.4085
C4 17.6820 -6.3849 -5.2467
H1 17.5128 -7.4315 -5.4998
H2 18.5855 -6.2729 -4.6473
H3 16.8224 -5.9793 -4.7131
H4 17.0555 -5.5834 -7.0704
H5 17.8806 -4.5299 -5.9955
H6 19.5018 -4.1262 -8.1227
C5 9.7011 -8.6040 -2.7554
O3 9.4703 -8.8105 -4.1841
O4 10.9385 -7.9115 -2.6524
C6 8.3435 -7.9154 -2.2917
F4 8.4388 -7.6860 -0.9940
F5 7.9574 -6.7215 -2.8126
F6 7.3252 -8.7714 -2.4456
C7 9.8834 -10.0844 -4.6737
C8 9.6767 -10.1345 -6.2006
H7 10.0798 -10.9505 -6.8004
H8 8.6067 -10.1287 -6.4084
H9 9.9932 -9.1757 -6.6112
H10 9.2309 -10.8517 -4.2571
H11 10.9144 -10.3113 -4.4025
H12 9.7191 -9.5683 -2.2475
C9 17.4946 -14.0104 -3.7137
O5 17.7836 -14.8684 -2.6261
O6 17.5173 -14.8159 -4.8456
C10 16.1985 -13.0744 -3.3973
F7 15.8705 -12.3563 -4.5095
F8 15.0739 -13.7418 -2.9610
F9 16.4517 -12.0379 -2.5403
C11 17.9999 -14.3206 -1.3110
C12 18.3067 -15.5525 -0.4896
H13 19.2289 -16.0321 -0.8178
H14 18.3937 -15.2260 0.5467
H15 17.4132 -16.1765 -0.5103
H16 17.0969 -13.8137 -0.9707
H17 18.8639 -13.7112 -1.0460
H18 18.3275 -13.3209 -3.8510
C13 12.9636 -10.0268 -11.4259
O7 11.8282 -9.7797 -12.2693
O8 14.0452 -9.4260 -11.9800
C14 12.6929 -9.5572 -9.9229
F10 12.0502 -8.3737 -9.7933
F11 11.9046 -10.3357 -9.2282
F12 13.7688 -9.4766 -9.1238
C15 10.6952 -10.6236 -12.2373
C16 9.6813 -9.7861 -13.0359
H19 10.0536 -9.4466 -14.0025
H20 8.8563 -10.4714 -13.2310
H21 9.2491 -8.8934 -12.5839
H22 10.2244 -10.7599 -11.2637
H23 10.9014 -11.6148 -12.6413
H24 13.1241 -11.1008 -11.3315
C17 14.1549 -13.8444 -9.0605
O9 13.3585 -14.0610 -7.8572
O10 15.3983 -14.3849 -8.6808
C18 13.6508 -14.2398 -10.4953
F13 13.6466 -15.5546 -10.6212
F14 12.4616 -13.6370 -10.7268
F15 14.3858 -13.8012 -11.4892
C19 11.9962 -13.6158 -7.7831
C20 11.4741 -13.5934 -6.2310
H25 12.0574 -12.8550 -5.6810
H26 10.4554 -13.2508 -6.0491
H27 11.6787 -14.5507 -5.7516
H28 11.4262 -14.3368 -8.3691
H29 11.9496 -12.6252 -8.2353
H30 14.3131 -12.7660 -9.0711
C21 13.8051 -3.1438 -4.5559
O11 13.6091 -3.8876 -5.7099
O12 12.4815 -2.7317 -4.2724
C22 14.4911 -3.8440 -3.2998
F16 14.3500 -3.0112 -2.2698
F17 13.9563 -4.9968 -2.8719
F18 15.8083 -4.1480 -3.3269
C23 14.7171 -4.2983 -6.4727
C24 14.2106 -4.6349 -7.9028
H31 13.6386 -5.5625 -7.9217
H32 13.6275 -3.8342 -8.3578
H33 15.0789 -4.8605 -8.5218
H34 15.1755 -5.1683 -6.0024
H35 15.5257 -3.5673 -6.4692
H36 14.4888 -2.3259 -4.7831
C25 12.7250 -9.6957 2.0906
O13 14.0312 -9.1473 2.1519
C26 14.0688 -7.8049 2.4417
C27 15.3976 -7.1435 2.1742
N1 16.0206 -7.5683 0.8894
H37 16.9695 -7.2225 0.8898
H38 16.0311 -8.5750 0.8089
C28 15.4077 -6.9531 -0.4103
C29 14.4129 -7.8522 -1.1003
O14 14.8278 -9.2107 -0.9743
C30 14.0028 -10.1404 -1.5229
H39 12.8642 -10.7446 1.8286
H40 12.0899 -9.2926 1.3017
H41 12.2276 -9.6807 3.0604
H42 13.7801 -7.7042 3.4880
H43 13.2905 -7.3545 1.8256
H44 16.0317 -7.4596 3.0025
H45 15.3024 -6.0608 2.2569
H46 16.2113 -6.7582 -1.1205
H47 14.9811 -6.0240 -0.0323
H48 14.2387 -7.3763 -2.0653
H49 13.5249 -7.7528 -0.4762
H50 14.3929 -11.1249 -1.2647
H51 13.7920 -10.0893 -2.5911
H52 12.9903 -10.1087 -1.1203
C31 5.1083 -9.5091 -13.1760
O15 5.4565 -8.3225 -12.4461
C32 4.6641 -7.1829 -12.8933
C33 5.1829 -5.9083 -12.1919
N2 5.1801 -6.2494 -10.7059
H53 4.2481 -6.3999 -10.3472
H54 5.7019 -7.1025 -10.5642
C34 5.7346 -5.1818 -9.7503
C35 6.2602 -5.9098 -8.4935
O16 7.1657 -7.0447 -8.8440
C36 7.7439 -7.7583 -7.7305
H55 5.7828 -10.3571 -13.0577
H56 5.2038 -9.3296 -14.2468
H57 4.0611 -9.7897 -13.0634
H58 3.5922 -7.2371 -12.7032
H59 4.9023 -6.9978 -13.9407
H60 4.3929 -5.1735 -12.3471
H61 6.2305 -5.6775 -12.3848
H62 4.8962 -4.5331 -9.4965
H63 6.4552 -4.5466 -10.2654
H64 5.4317 -6.1309 -7.8206
H65 6.8811 -5.1509 -8.0175
H66 6.9824 -8.3036 -7.1730
H67 8.4446 -7.1730 -7.1351
H68 8.4125 -8.5333 -8.1050
C37 17.1961 -5.3361 -12.7860
O17 15.7638 -5.4858 -12.9420
C38 15.1157 -5.9272 -11.7280
C39 13.5576 -5.7646 -11.9095
N3 13.0247 -6.7146 -12.9919
H69 13.2497 -6.6169 -13.9717
H70 13.4331 -7.6053 -12.7471
C40 11.4686 -6.9064 -12.9979
C41 10.7522 -5.5932 -13.4019
O18 10.8057 -4.5850 -12.4462
C42 10.4679 -3.3130 -13.0245
H71 17.5061 -4.5053 -12.1521
H72 17.6221 -5.2726 -13.7872
H73 17.5749 -6.2709 -12.3728
H74 15.4000 -5.3535 -10.8458
H75 15.4723 -6.9463 -11.5782
H76 13.2913 -4.8177 -12.3792
H77 12.9406 -6.0774 -11.0671
H78 11.1201 -7.2367 -12.0193
H79 11.3418 -7.6901 -13.7447
H80 9.7206 -5.7494 -13.7172
H81 11.2923 -5.2408 -14.2806
H82 9.5870 -3.2706 -13.6651
H83 11.2988 -2.9627 -13.6367
H84 10.3262 -2.6146 -12.1997
C43 10.5516 -5.5156 -9.1100
O19 10.7644 -5.9153 -7.8007
C44 10.5144 -4.8807 -6.9127
C45 10.4977 -5.4990 -5.4958
N4 11.7507 -6.1723 -4.8970
H85 12.4512 -5.4584 -4.7565
H86 11.3949 -6.6142 -4.0614
C46 12.3323 -7.3625 -5.7613
C47 13.5296 -8.0596 -5.0491
O20 14.2000 -8.8189 -6.0986
C48 13.7528 -10.1421 -6.1647
H87 10.7694 -6.3603 -9.7636
H88 11.2081 -4.6903 -9.3855
H89 9.5478 -5.3076 -9.4804
H90 9.6184 -4.2974 -7.1250
H91 11.3609 -4.1955 -6.8668
H92 9.7114 -6.2463 -5.3893
H93 10.3547 -4.8036 -4.6687
H94 12.5853 -6.9530 -6.7392
H95 11.4652 -8.0155 -5.8606
H96 13.0929 -8.6518 -4.2449
H97 14.1416 -7.2769 -4.6008
H98 14.3373 -10.7461 -6.8588
H99 12.7572 -10.1332 -6.6083
H100 13.6846 -10.7624 -5.2710
C49 12.0638 -1.4070 -9.7700
O21 11.3976 -0.8816 -8.6374
C50 12.2913 -0.7616 -7.4637
C51 11.4080 -0.2589 -6.3028
N5 10.2871 -1.1710 -5.6913
H101 10.7330 -2.0138 -5.3580
H102 9.8804 -0.6700 -4.9143
C52 9.1487 -1.4547 -6.7333
C53 7.8949 -1.9689 -6.0034
O22 8.2069 -3.2024 -5.3891
C54 6.9552 -3.7577 -5.0077
H103 12.3353 -2.4604 -9.7021
H104 12.9670 -0.9025 -10.1133
H105 11.3102 -1.2972 -10.5498
H106 13.1284 -0.0953 -7.6720
H107 12.5472 -1.7847 -7.1883
H108 11.0616 0.7376 -6.5767
H109 11.9914 -0.1059 -5.3950
H110 9.5471 -2.1764 -7.4464
H111 8.9458 -0.6133 -7.3959
H112 7.1201 -2.1424 -6.7502
H113 7.5163 -1.1482 -5.3942
H114 6.4555 -4.0678 -5.9255
H115 6.3585 -2.9953 -4.5070
H116 7.1078 -4.6335 -4.3771
C55 19.9848 -11.8365 -13.4530
O23 18.9379 -12.0140 -12.4803
C56 18.8595 -13.4250 -12.1371
C57 17.5651 -13.6927 -11.3717
N6 17.4106 -12.8462 -10.1384
H117 16.7464 -13.4110 -9.6285
H118 18.2570 -12.9423 -9.5958
C58 16.8806 -11.3783 -10.2832
C59 16.7014 -10.7378 -8.8867
O24 17.8533 -11.1600 -8.1103
C60 17.5400 -11.5673 -6.7921
H119 20.1252 -10.8033 -13.7707
H120 19.8244 -12.4623 -14.3310
H121 20.9087 -11.9806 -12.8929
H122 19.7331 -13.6708 -11.5334
H123 19.0331 -14.1491 -12.9332
H124 17.4508 -14.7338 -11.0701
H125 16.7304 -13.4386 -12.0250
H126 15.9082 -11.4597 -10.7688
H127 17.6413 -10.9155 -10.9119
H128 15.7341 -10.9950 -8.4550
H129 16.8493 -9.6579 -8.8928
H130 17.1874 -10.7667 -6.1419
H131 18.4610 -11.7706 -6.2457
H132 16.9618 -12.4855 -6.6886
C61 7.6821 -1.0276 3.5558
O25 7.8943 -0.7652 2.1252
C62 6.7779 -0.3559 1.3539
C63 6.8416 -0.7194 -0.0829
N7 7.4249 -2.1308 -0.1519
H133 8.2604 -2.2074 0.4104
H134 6.7333 -2.7447 0.2543
C64 7.5951 -2.7400 -1.5715
C65 8.4065 -4.0873 -1.4547
O26 9.5408 -3.8665 -0.6496
C66 10.5879 -4.9318 -0.7938
H135 8.5196 -1.5233 4.0467
H136 6.8699 -1.7040 3.8221
H137 7.4480 -0.0354 3.9417
H138 6.8037 0.7248 1.4934
H139 5.8875 -0.7984 1.8004
H140 7.5456 -0.0697 -0.6029
H141 5.8394 -0.7061 -0.5113
H142 8.1126 -2.0022 -2.1847
H143 6.5968 -2.7791 -2.0074
H144 8.7131 -4.4016 -2.4524
H145 7.8740 -4.8796 -0.9287
H146 10.9046 -5.1323 -1.8173
H147 10.2922 -5.8845 -0.3544
H148 11.4328 -4.5569 -0.2161